{"formula": "C16H31CrNP2S", "method": "ωB97M-V with the def2-TZVPD basis set", "e_lumo_ev": [-0.0644, -0.9755], "s_squared": 6.06, "multiplicity": 5, "gap_ev": [8.009, 7.400], "de_lowest_ev": 0.000, "total_energy_ev": -76416.072, "e_homo_ev": [-8.073, -8.375], "elements": ["P", "P", "C", "C", "H", "H", "H", "H", "C", "H", "H", "H", "C", "H", "H", "H", "C", "H", "H", "H", "C", "H", "H", "H", "Cr", "C", "C", "C", "C", "C", "C", "C", "C", "C", "H", "H", "H", "H", "H", "H", "H", "H", "H", "H", "H", "H", "H", "H", "H", "S", "C", "N"], "xyz": [[0.2119, -1.6184, -2.1639], [1.2303, -2.4716, 0.6256], [1.3504, -3.1347, -2.1084], [1.3034, -3.7889, -0.7352], [2.3626, -2.7942, -2.3744], [1.0183, -3.8359, -2.8879], [0.4219, -4.4367, -0.6115], [2.1970, -4.4072, -0.5630], [3.0635, -2.3648, 0.8041], [3.3038, -1.8391, 1.7311], [3.4920, -1.8195, -0.0445], [3.4942, -3.3732, 0.8367], [0.8804, -3.6997, 1.9471], [1.6209, -4.5082, 1.9286], [-0.1176, -4.1238, 1.7916], [0.9086, -3.1971, 2.9164], [0.8258, -1.0675, -3.8057], [0.2031, -0.2406, -4.1573], [0.7876, -1.8929, -4.5272], [1.8611, -0.7218, -3.7066], [-1.2578, -2.5879, -2.7086], [-1.6501, -3.1763, -1.8727], [-0.9755, -3.2670, -3.5216], [-2.0298, -1.9032, -3.0628], [-1.1942, 3.1391, 1.3301], [-0.8713, 1.2442, 2.3531], [0.3937, 1.7909, 2.0363], [1.3114, 1.4320, 0.8945], [1.0123, 2.2138, -0.4078], [-0.4278, 2.5932, -0.6266], [-1.5913, 1.8270, -0.3854], [-1.6723, 0.3906, 0.0733], [-1.6673, 0.2129, 1.6067], [-2.3813, 4.6485, 0.5099], [-1.1594, 1.2946, 3.4092], [0.9452, 2.2511, 2.8737], [1.3494, 0.3443, 0.7044], [2.3323, 1.7170, 1.2131], [1.6086, 3.1461, -0.3777], [1.4110, 1.6710, -1.2826], [-0.5455, 3.4566, -1.3002], [-2.5146, 2.1544, -0.8956], [-0.8883, -0.2309, -0.3972], [-2.6174, -0.0273, -0.3012], [-2.7137, 0.2887, 1.9599], [-1.3533, -0.8123, 1.8834], [-3.2864, 4.6931, 1.1447], [-2.6699, 4.4351, -0.5247], [-1.8785, 5.6199, 0.5722], [-1.0730, 4.2925, 3.3328], [-1.9002, 5.7253, 3.3721], [-2.4642, 6.7586, 3.4997]]}